Molecular formula: CH3N5O3
Method: DFT, wB97M-V/def2-TZVPD

## Properties
Net charge: 0
Structure (SMILES): N#C/N=[N+](\[O-])O.NN=O
Molecular weight (g/mol): 133.07
Frontier orbital gap (spin up / spin down) (eV): 8.78 / 8.78
Energy (hartree): -539.10646
Relative energy (zero: lowest compared OMol25 entry of this formula, charge and spin) (kcal per mole): 45.4

Structure (XYZ):
```
12
Properties=species:S:1:pos:R:3:mulliken_charge:R:1
N 1.951 -3.158 -0.996 -0.593
C 0.826 -2.833 -1.041 0.636
N -0.417 -2.493 -1.363 -0.535
N -1.459 -2.783 -0.763 1.021
O -1.575 -3.518 0.173 -0.567
O -2.539 -2.042 -1.263 -0.371
H -2.316 -1.212 -0.945 0.363
N 1.970 -0.778 -0.165 -0.336
N 0.885 -0.773 -0.741 0.399
O 0.046 0.031 -0.452 -0.616
H 2.408 -1.613 -0.547 0.338
H 2.194 -0.025 0.547 0.260
```